(1)
Here is an isolated ion of composition C4H14N3O2S and charge +1 at a distorted geometry from OMol25. Energies are from the ωB97M-V functional and the def2-TZVPD basis.

Last column: Mulliken charge in e.
Element x y z (Å)
C: -1.323 1.574 1.916  -0.77
C: -1.683 -0.485 0.785  -0.91
C: -0.500 1.059 -0.548  -0.46
C: 2.321 -1.134 -2.683  -0.83
N: 0.499 0.096 1.494  -0.91
N: 0.950 -1.884 -0.479  -0.56
N: -0.725 0.570 0.921  0.53
O: 2.214 0.425 -0.474  -0.58
O: -0.201 0.083 -1.378  -0.47
S: 1.525 -0.502 -1.316  0.86
H: -1.796 1.024 2.701  0.36
H: -0.545 2.197 2.330  0.34
H: -2.109 2.287 1.474  0.31
H: -2.683 -0.123 0.621  0.35
H: -1.277 -1.043 0.001  0.38
H: -1.592 -0.996 1.705  0.45
H: 0.205 1.893 -0.555  0.46
H: -1.479 1.561 -0.838  0.42
H: 1.481 -1.478 -3.191  0.37
H: 2.881 -0.458 -3.402  0.31
H: 1.170 0.821 1.584  0.31
H: 0.858 -0.710 0.897  0.48
H: 1.576 -2.649 -0.413  0.28
H: 0.234 -2.129 -1.152  0.28

Calculated values
SMILES: C=[S@@](N)(=O)OC[N+](C)(C)N
net charge: +1
HOMO-LUMO gap: 9.88 eV

(2)
Here is a 2-piece molecular cluster, C4H14N4 overall at a distorted geometry from OMol25. Energies are from the ωB97M-V functional and the def2-TZVPD basis.

Last column: Mulliken charge in e.
Element x y z (Å)
C: 1.550 -0.071 -0.085  0.41
N: 1.500 -0.822 -1.318  -0.63
N: 1.387 1.321 -0.367  -0.76
N: 2.792 -0.302 0.627  -0.61
N: 0.420 -0.546 0.812  -0.53
H: 0.844 -1.590 -1.261  0.30
H: 1.221 -0.216 -2.086  0.25
H: 1.664 1.878 0.432  0.30
H: 0.379 1.488 -0.566  0.25
H: 3.491 0.371 0.342  0.29
H: 3.173 -1.217 0.400  0.27
H: 0.564 -1.526 1.039  0.25
H: 0.464 -0.017 1.677  0.22
C: -2.562 -0.295 1.001  -1.19
C: -1.778 -0.175 -0.271  0.74
C: -1.685 0.978 -0.975  -1.39
H: -1.657 -1.112 -0.802  0.26
H: -1.979 -0.844 1.739  0.28
H: -3.490 -0.846 0.822  0.32
H: -2.793 0.687 1.415  0.31
H: -2.057 1.899 -0.549  0.32
H: -1.445 0.958 -2.028  0.34

Calculated values
SMILES: NC(N)(N)N.C=CC
HOMO-LUMO gap: 9.36 eV

(3)
Here is a 2-piece molecular cluster, C4H14N4 overall at a distorted geometry from OMol25. Energies are from the ωB97M-V functional and the def2-TZVPD basis.

Last column: Mulliken charge in e.
Element x y z (Å)
C: -2.168 -1.580 -0.180  -0.82
C: 0.847 -1.231 0.952  -1.66
N: -1.443 -0.484 -0.821  -0.48
C: 0.528 -0.482 -0.323  1.32
N: 1.121 -0.706 -1.443  -0.99
H: -1.369 -0.580 -1.830  0.30
H: 1.901 -1.350 -1.361  0.20
H: -1.634 -2.524 -0.321  0.30
H: -2.256 -1.367 0.884  0.27
H: -3.151 -1.677 -0.639  0.32
H: 0.107 -1.020 1.721  0.40
H: 1.817 -0.912 1.332  0.38
H: 0.898 -2.305 0.770  0.42
C: 1.104 2.103 -0.691  -1.14
N: 0.381 1.139 0.097  -0.01
N: 0.189 1.472 1.462  -0.66
H: -1.338 0.410 -0.284  0.40
H: 1.063 1.801 1.881  0.22
H: -0.480 2.240 1.528  0.24
H: 0.506 3.008 -0.855  0.28
H: 1.320 1.656 -1.662  0.40
H: 2.057 2.389 -0.216  0.30

Calculated values
SMILES: [H]/N=C(\C)N(C)N.CN
HOMO-LUMO gap: 8.69 eV

(4)
Here is a 3-piece molecular cluster, C4H14NO overall at a distorted geometry from OMol25. Energies are from the ωB97M-V functional and the def2-TZVPD basis.

Last column: Mulliken charge in e.
Element x y z (Å)
C: -2.820 -1.465 0.231  -0.27
C: -2.717 -0.728 -1.126  -0.79
N: 1.205 1.768 -0.269  -0.06
C: 2.365 1.098 0.445  -0.38
C: 2.526 -0.389 -0.102  -0.81
H: -2.016 -1.028 0.769  -0.06
H: -2.746 -2.535 0.328  0.35
H: -3.780 -1.142 0.706  0.29
H: -3.593 -0.575 -1.782  0.34
H: -2.223 0.210 -0.857  0.18
H: -1.964 -1.236 -1.736  0.27
H: 0.372 1.250 -0.054  0.28
H: 2.212 1.251 1.541  0.29
H: 3.288 1.583 0.148  0.37
H: 1.662 -1.029 -0.206  0.30
H: 2.907 -0.203 -1.129  0.31
H: 3.330 -0.948 0.420  0.30
H: 1.253 2.415 -1.027  0.28
H: -0.527 -0.083 1.822  0.34
O: -0.342 -0.176 0.781  -0.53

Calculated values
net charge: +1
HOMO-LUMO gap: 4.39 eV

(5)
Here is a 2-piece molecular cluster, C4H14NO overall at a distorted geometry from OMol25. Energies are from the ωB97M-V functional and the def2-TZVPD basis.

Last column: Mulliken charge in e.
Element x y z (Å)
C: 0.281 -1.425 -1.427  -1.28
C: 0.081 -0.699 -0.156  0.15
N: 0.346 0.793 -0.339  -0.15
C: -0.332 1.509 -1.508  -0.88
C: 1.118 -1.067 1.002  -1.35
H: 1.106 -1.056 -2.041  0.32
H: 0.408 -2.487 -1.245  0.41
H: -0.570 -1.109 -2.041  0.39
H: -0.834 -0.798 0.411  0.32
H: 1.355 0.871 -0.435  0.40
H: -0.018 1.278 0.485  0.34
H: -1.321 1.051 -1.539  0.37
H: 0.301 1.417 -2.379  0.34
H: -0.559 2.517 -1.172  0.36
H: 2.083 -1.020 0.506  0.43
H: 0.941 -0.376 1.826  0.40
H: 0.753 -2.017 1.384  0.41
H: -2.274 0.506 2.461  0.31
H: -1.410 1.145 3.575  0.32
O: -1.455 0.966 2.632  -0.61

Calculated values
net charge: +1
HOMO-LUMO gap: 12.53 eV

(6)
Here is a 3-piece molecular cluster, C4H14NO overall at a distorted geometry from OMol25. Energies are from the ωB97M-V functional and the def2-TZVPD basis.

Last column: Mulliken charge in e.
Element x y z (Å)
C: -1.305 0.035 3.090  -0.75
C: -2.191 -0.886 2.303  -0.31
N: 0.453 -0.708 -1.972  -0.02
C: 1.774 -0.224 -1.621  -0.22
C: 1.944 1.187 -2.276  -0.82
H: -1.466 1.054 2.735  0.32
H: -0.228 -0.094 2.897  0.35
H: -1.570 -0.007 4.166  0.36
H: -3.256 -0.598 2.211  0.37
H: -1.786 -0.871 1.194  0.26
H: -1.970 -1.921 2.573  0.37
H: 0.349 -1.110 -2.905  0.31
H: 2.485 -0.972 -1.974  0.38
H: 1.742 -0.093 -0.528  0.21
H: 1.337 1.927 -1.758  0.25
H: 2.931 1.573 -2.500  0.35
H: 1.409 0.993 -3.225  0.31
H: -0.307 -0.483 -1.323  0.32
H: -0.375 1.381 0.535  0.36
O: -0.487 0.418 0.313  -0.39

Calculated values
expectation value of S²: 1.75
net charge: +2
multiplicity: 2
HOMO-LUMO gap (spin up / spin down): 5.47 / 8.27 eV

(7)
Here is a 2-piece molecular cluster, C4H14NO overall at a distorted geometry from OMol25. Energies are from the ωB97M-V functional and the def2-TZVPD basis.

Last column: Mulliken charge in e.
Element x y z (Å)
C: 0.803 -0.895 -0.373  -1.22
C: -0.694 -0.627 -0.251  0.89
C: -1.430 -1.657 -0.944  -1.36
C: -1.037 0.919 -0.728  -0.88
N: 1.689 -0.019 0.512  -0.24
H: 1.139 -0.700 -1.391  0.53
H: 1.056 -1.932 -0.163  0.45
H: -1.016 -0.679 0.834  0.36
H: -1.056 -1.902 -1.963  0.41
H: -2.512 -1.508 -0.960  0.44
H: -1.290 -2.687 -0.483  0.44
H: -1.884 0.846 -1.406  0.38
H: -1.249 1.560 0.117  0.30
H: -0.172 1.263 -1.297  0.39
H: 2.654 -0.213 0.236  0.38
H: 1.193 0.201 1.398  0.37
H: 1.641 0.910 0.069  0.36
H: 0.265 2.312 2.882  0.35
H: 0.962 2.791 1.663  0.34
O: 0.938 2.016 2.248  -0.66

Calculated values
expectation value of S²: 0.75
net charge: +2
multiplicity: 2
HOMO-LUMO gap (spin up / spin down): 12.57 / 4.85 eV

(8)
Here is a 2-piece molecular cluster, C4H14NO2 overall at a distorted geometry from OMol25. Energies are from the ωB97M-V functional and the def2-TZVPD basis.

Last column: Mulliken charge in e.
Element x y z (Å)
C: 1.860 0.760 0.389  -1.43
C: 0.568 0.100 -0.053  0.10
C: 0.779 -1.263 -0.696  -0.76
C: -0.161 -1.465 -1.897  -0.46
O: -1.556 -0.951 -1.511  -0.55
N: -0.285 -0.189 1.216  -0.29
H: 1.600 1.737 0.802  0.46
H: 2.492 0.315 1.156  0.36
H: 2.406 0.948 -0.552  0.38
H: -0.023 0.883 -0.482  0.47
H: 0.654 -2.006 0.061  0.39
H: 1.758 -1.441 -1.172  0.34
H: -0.314 -2.540 -2.090  0.32
H: 0.297 -0.917 -2.730  0.36
H: -1.958 -0.316 -2.105  0.29
H: -0.279 0.771 1.662  0.29
H: 0.393 -0.660 1.836  0.43
H: -1.052 -0.759 0.868  0.34
H: -0.637 2.669 2.789  0.32
H: -1.694 2.860 1.843  0.29
O: -0.882 2.316 1.920  -0.63

Calculated values
net charge: +1
HOMO-LUMO gap: 11.30 eV

(9)
Here is a 3-piece molecular cluster, C4H14NO3 overall at a distorted geometry from OMol25. Energies are from the ωB97M-V functional and the def2-TZVPD basis.

Last column: Mulliken charge in e.
Element x y z (Å)
C: -1.651 2.095 -0.145  -0.83
N: -1.346 0.713 0.478  -0.43
C: 0.993 1.250 1.248  -1.42
C: 0.153 0.150 0.632  0.75
C: 0.890 -0.449 -0.717  -0.56
O: 0.470 -1.728 -0.877  -0.92
H: -1.147 2.400 -1.102  0.24
H: -2.659 2.314 -0.178  0.39
H: -1.114 2.856 0.598  0.24
H: -1.810 0.070 -0.282  0.31
H: 1.851 1.093 1.874  0.41
H: 0.288 1.697 2.086  0.31
H: 1.074 2.075 0.471  0.27
H: 0.083 -0.687 1.389  -0.02
H: 2.030 -0.187 -0.739  0.21
H: 0.531 0.013 -1.632  0.29
H: -2.259 -2.238 -0.580  0.28
H: -1.029 -1.398 -1.330  0.29
O: -2.089 -1.794 -1.430  -0.78
H: 2.941 -2.289 0.103  0.27
H: 1.439 -2.865 -0.003  0.40
O: 2.361 -3.091 0.136  -0.68

Calculated values
net charge: -1
HOMO-LUMO gap: 7.64 eV

(10)
Here is a 3-piece molecular cluster, C4H14NO3 overall at a distorted geometry from OMol25. Energies are from the ωB97M-V functional and the def2-TZVPD basis.

Last column: Mulliken charge in e.
Element x y z (Å)
C: 0.391 0.130 2.497  -1.22
C: -0.294 -0.513 1.229  0.27
C: -1.775 -0.226 1.113  -1.47
N: 0.353 0.011 -0.059  -0.01
C: 1.655 -0.525 -0.507  -0.58
O: 2.202 0.481 -1.273  -0.92
H: 0.277 1.219 2.561  0.35
H: -0.128 0.044 3.462  0.41
H: 1.516 -0.048 2.461  0.25
H: -0.281 -1.582 1.219  0.29
H: -2.290 -0.652 2.021  0.40
H: -2.051 0.833 1.296  0.30
H: -2.147 -0.506 0.152  0.26
H: 0.330 1.006 0.168  0.33
H: 2.234 -0.900 0.370  0.24
H: 1.463 -1.501 -1.059  0.18
H: -0.999 0.602 -1.659  0.36
H: -2.299 0.218 -2.008  0.31
O: -1.732 0.983 -2.195  -0.69
H: 0.866 0.965 -3.572  0.26
H: 1.601 -0.072 -2.652  0.43
O: 1.109 0.032 -3.564  -0.75

Calculated values
net charge: -1
HOMO-LUMO gap: 6.98 eV

(11)
Here is a 3-piece molecular cluster, C4H14NO3 overall at a distorted geometry from OMol25. Energies are from the ωB97M-V functional and the def2-TZVPD basis.

Last column: Mulliken charge in e.
Element x y z (Å)
C: 0.208 -1.244 1.779  -0.69
C: 0.311 0.252 1.920  -0.84
C: 0.555 1.054 0.606  -0.18
C: -0.758 1.512 0.071  0.04
O: -1.710 0.792 -0.145  -0.56
N: -0.868 -1.704 0.798  -0.19
H: 1.070 -1.769 1.357  0.35
H: 0.153 -1.806 2.711  0.44
H: -0.572 0.718 2.358  0.40
H: 1.059 0.402 2.700  0.38
H: 1.168 1.892 0.927  0.34
H: 1.154 0.540 -0.148  0.11
H: -0.895 2.601 -0.012  0.39
H: -1.344 -2.516 1.186  0.36
H: -0.463 -1.954 -0.102  0.36
H: -1.549 -0.944 0.601  0.30
H: 2.417 1.529 -2.537  0.29
H: 2.998 0.255 -1.880  0.30
O: 2.229 0.835 -1.888  -0.61
H: -1.216 -0.474 -2.228  0.33
H: 0.240 -0.523 -2.504  0.33
O: -0.479 -1.108 -2.221  -0.65

Calculated values
net charge: +1
HOMO-LUMO gap: 11.23 eV

E_tot (eV)
-23763.5881, -10334.5184, -10331.7454, -7897.7157, -7905.9335, -7886.2368, -7890.7391, -9953.0728, -12005.9518, -12007.1174, -12001.2158